Density functional theory data (the ωB97M-V functional and the def2-TZVPD basis) for 2 unconnected molecules or ions with the total composition C9H14 in a non-equilibrium geometry.

Structure (XYZ):
```
23
Properties=species:S:1:pos:R:3:forces:R:3:nbo_charge:R:1
C 1.5214 -2.0120 0.5612 -2.3 -2.7 2.9 -0.631
C -0.9975 0.4056 1.9232 -0.7 -0.8 1.4 -0.198
C -0.3089 -0.8006 1.7696 0.3 -0.1 -2.6 -0.229
C -0.3017 1.6138 1.8255 -1.0 0.5 0.0 -0.249
C 0.9361 -0.7462 0.9936 -1.4 1.7 2.2 0.006
C 0.9688 1.6283 1.3050 1.1 3.3 -0.9 -0.200
C 1.5857 0.5126 0.8185 -0.3 -3.0 -0.8 -0.242
H -2.0882 0.3301 2.2025 1.4 0.5 -0.1 0.218
H -0.8796 -1.7878 1.9148 1.2 1.5 -0.3 0.214
H -0.7645 2.5854 2.0755 0.1 -0.8 -0.2 0.220
H 1.4427 2.6635 1.0846 -0.7 -1.9 0.7 0.213
H 2.4349 -1.9241 0.0941 1.9 0.0 -1.2 0.217
H 0.7536 -2.6084 0.0024 1.0 0.5 0.1 0.224
H 2.4987 0.4761 0.1884 -0.6 0.5 0.7 0.216
H 1.6497 -2.6134 1.5707 0.1 0.8 -2.0 0.220
C -1.6214 0.4065 -1.8296 -2.7 -1.6 -2.0 -0.607
C -0.4555 0.1379 -2.7997 0.7 -0.5 2.0 -0.626
H -1.6975 -0.2594 -0.9462 0.4 0.3 -0.6 0.208
H -1.6975 1.4356 -1.4975 0.2 0.1 0.0 0.209
H -2.5392 0.1730 -2.4889 0.7 0.6 1.4 0.188
H -0.4380 -0.9122 -3.3133 0.0 2.2 1.0 0.213
H -0.3290 1.0171 -3.4207 -0.2 -0.4 -0.8 0.209
H 0.3269 0.2788 -2.0338 0.9 -0.8 -0.9 0.207
```
Forces are in eV/Å.

Values from the calculation:
E: -351.2707 a.u.
ΔE to the lowest compared entry with this formula, charge and spin: 156.2 kJ/mol
Kohn-Sham gap: 9.7286 eV
E_LUMO: 0.99 eV
SMILES string: Cc1ccccc1.CC

---

Density functional theory data (the ωB97M-V functional and the def2-TZVPD basis) for 2 unconnected molecules or ions with the total composition C9H14 in a non-equilibrium geometry.

Structure (XYZ):
```
23
Properties=species:S:1:pos:R:3:forces:R:3:nbo_charge:R:1
C -2.2568 -0.2070 -1.1695 0.4 -2.8 0.0 -0.633
C -0.4536 1.0603 -0.0647 -0.8 -0.5 3.8 -0.224
C -1.5013 0.1119 0.0441 2.2 2.5 1.1 0.004
C 0.2489 1.5118 1.1058 -0.3 -0.9 -1.7 -0.200
C -0.0265 0.9902 2.3901 -0.1 0.8 -1.6 -0.239
C -1.7819 -0.3358 1.3371 0.9 -1.2 -0.7 -0.229
C -1.0024 -0.0007 2.4608 -1.1 -0.1 0.8 -0.197
H -0.2333 1.4926 -0.9804 0.6 0.6 -1.7 0.203
H 1.1397 2.1019 0.8248 -0.7 0.2 0.9 0.217
H -3.0597 0.4553 -1.2320 -1.8 0.7 -0.2 0.226
H -2.5524 -1.2945 -1.0898 -0.3 1.2 -0.4 0.215
H 0.4554 1.4811 3.2311 0.1 -0.7 0.1 0.223
H -2.4570 -1.1841 1.3135 -0.3 0.1 0.8 0.207
H -1.2476 -0.4829 3.4435 0.3 0.5 -1.1 0.218
H -1.7002 -0.0801 -2.0901 0.4 0.0 0.0 0.219
C 1.9789 -0.5889 -2.0215 -0.4 -1.6 1.2 -0.624
C 2.1609 -0.8129 -0.4391 -0.5 0.3 0.5 -0.647
H 2.0850 -1.5424 -2.6347 -0.6 1.0 1.0 0.210
H 0.9461 -0.1542 -2.0788 1.1 -0.4 -0.7 0.204
H 2.7313 0.0354 -2.4861 0.0 0.6 0.3 0.211
H 3.0879 -0.4808 0.0554 0.0 0.4 -0.8 0.204
H 2.1050 -1.8287 0.0028 -0.3 0.1 -1.1 0.210
H 1.3339 -0.2477 0.0776 1.2 -0.8 -0.6 0.226
```
Forces are in eV/Å.

Values from the calculation:
E: -351.2798 a.u.
ΔE to the lowest compared entry with this formula, charge and spin: 132.4 kJ/mol
Kohn-Sham gap: 10.1016 eV
E_LUMO: 1.04 eV
SMILES string: Cc1ccccc1.CC